DFT (wB97M-V/def2-TZVPD) results for C4H8N2S in the gas phase in a non-equilibrium geometry.

Properties
- highest occupied orbital energy (eV) = -7.85
- E (Ha) = -664.79462
- ΔE to the lowest compared entry with this formula, charge and spin (kcal/mol) = 86.7

ORCA input file:
```
! RIJCOSX wB97M-V def2-TZVPD def2/J DEFGRID3
* xyz 0 1
C 2.570 -0.330 0.490
C 1.463 -0.777 -0.466
C 0.207 -0.239 -0.804
N -0.138 1.127 -0.339
C -1.394 1.446 -0.182
N -2.486 0.716 0.136
S -3.102 -0.988 -0.046
H 3.631 -0.015 0.002
H 2.292 0.673 1.062
H 2.682 -1.250 1.142
H 1.766 -1.788 -0.935
H -0.510 -0.875 -1.349
H -1.443 2.525 -0.166
H -3.163 1.269 0.469
H -2.375 -1.496 0.986
*
```